1.
{
  "formula": "C16H35Cl2O10P",
  "method": "wB97M-V/def2-TZVPD",
  "elements": ["C", "Cl", "Cl", "H", "H", "C", "O", "P", "O", "O", "C", "O", "C", "H", "H", "H", "H", "H", "H", "H", "H", "H", "O", "C", "O", "C", "C", "C", "H", "H", "H", "H", "H", "H", "H", "H", "O", "C", "O", "C", "C", "C", "H", "H", "H", "H", "H", "H", "H", "H", "O", "C", "O", "C", "C", "C", "H", "H", "H", "H", "H", "H", "H", "H"],
  "coordinates": [[-14.19251, 19.46107, -13.72330], [-12.47096, 19.41584, -13.37574], [-14.82426, 17.83095, -14.06482], [-14.69370, 19.79856, -12.81610], [-14.44952, 20.08547, -14.57897], [-14.04277, 21.96459, -11.41777], [-15.43908, 22.17545, -11.28653], [-16.47659, 21.74875, -12.45174], [-16.75530, 20.31306, -12.52205], [-17.76424, 22.59749, -11.95132], [-17.85593, 24.04908, -11.88376], [-15.98130, 22.46986, -13.79357], [-16.13370, 21.83099, -15.06970], [-13.77627, 21.41456, -12.32028], [-13.58503, 21.52599, -10.53109], [-13.45410, 22.86899, -11.57153], [-18.74870, 24.36849, -12.42139], [-17.03627, 24.54682, -12.40195], [-17.98260, 24.35899, -10.84645], [-16.26490, 20.75266, -14.97974], [-15.18672, 21.84169, -15.60935], [-16.99323, 22.24600, -15.59607], [-13.85322, 21.71532, -13.97349], [-13.34384, 21.87000, -15.05818], [-12.54044, 22.82321, -15.41805], [-12.17936, 23.76945, -14.43577], [-10.85572, 23.29058, -13.74985], [-13.61177, 20.96641, -16.23891], [-12.90372, 23.90584, -13.63277], [-12.09451, 24.77200, -14.85504], [-11.00324, 22.39182, -13.15104], [-10.57045, 24.01849, -12.99034], [-9.99570, 23.24162, -14.41773], [-14.61677, 21.12713, -16.62908], [-13.53469, 19.93383, -15.89840], [-12.81467, 21.15044, -16.95922], [-18.89001, 18.60244, -16.26785], [-17.83496, 18.84584, -15.62889], [-17.69680, 19.85158, -14.84600], [-18.90185, 20.72879, -14.67813], [-19.63708, 20.34546, -13.36770], [-16.70538, 17.84803, -15.67211], [-19.59246, 20.75017, -15.52117], [-18.47151, 21.71643, -14.51236], [-18.97400, 20.20688, -12.51376], [-20.16106, 19.39456, -13.46446], [-20.25041, 21.15301, -12.96794], [-16.81349, 16.98890, -16.33415], [-16.34587, 17.56970, -14.68146], [-15.87320, 18.35348, -16.16211], [-14.95419, 19.16408, -11.62074], [-14.90594, 19.10938, -10.37020], [-14.52374, 18.04679, -9.64629], [-14.13896, 16.85117, -10.22428], [-14.46321, 15.76836, -9.16229], [-15.25588, 20.26156, -9.45082], [-13.06793, 16.86301, -10.42641], [-14.59824, 16.60996, -11.18291], [-14.05802, 15.95436, -8.16765], [-14.03522, 14.84635, -9.55576], [-15.55180, 15.74391, -9.11248], [-16.13352, 20.78646, -9.82809], [-14.45322, 20.99439, -9.53330], [-15.45205, 19.92446, -8.43299]],
  "total_energy_ha": -2644.58906,
  "gap_ev": 9.14,
  "mol_weight_g_mol": 489.3,
  "total_charge": 0
}

2.
{
  "formula": "C16H35FN2O10S",
  "method": "wB97M-V/def2-TZVPD",
  "elements": ["C", "C", "O", "N", "N", "S", "O", "O", "F", "C", "C", "O", "H", "H", "H", "H", "H", "H", "H", "C", "O", "C", "C", "O", "C", "C", "O", "C", "H", "H", "H", "H", "H", "H", "H", "H", "H", "H", "H", "H", "H", "H", "C", "O", "C", "C", "O", "C", "C", "O", "C", "H", "H", "H", "H", "H", "H", "H", "H", "H", "H", "H", "H", "H", "H"],
  "coordinates": [[1.82045, -1.40101, -0.09928], [0.91565, -1.21076, 1.08019], [1.15253, -1.58884, 2.18194], [-0.33017, -0.49232, 0.82144], [-0.29970, 0.26896, -0.35557], [-0.71873, 1.85682, -0.32094], [-1.43776, 2.10228, -1.51862], [0.40704, 2.64350, 0.02324], [-1.71902, 1.97605, 0.86010], [-1.52968, -1.23576, 1.06270], [-2.50611, -1.45059, -0.06340], [-1.71435, -1.69789, 2.14559], [1.33869, -1.96921, -0.89911], [2.72560, -1.89686, 0.23785], [2.07042, -0.42364, -0.51645], [-0.67041, -0.17772, -1.18667], [-3.30908, -0.71123, -0.01399], [-2.05914, -1.47707, -1.05738], [-2.95503, -2.42707, 0.12131], [-3.73450, -0.38819, 4.75527], [-4.49890, 0.64036, 4.15769], [-4.08916, 1.06216, 2.87229], [-5.24636, 1.16643, 1.90325], [-5.84615, -0.06492, 1.53708], [-6.60706, -0.78517, 2.49057], [-7.91752, -0.14904, 2.89956], [-7.73526, 1.02553, 3.66732], [-8.53961, 2.11809, 3.28562], [-2.86751, 0.02081, 5.28368], [-4.37724, -0.89049, 5.47906], [-3.39615, -1.12106, 4.02478], [-3.33467, 0.39377, 2.45223], [-3.64164, 2.06043, 2.96911], [-4.83487, 1.56001, 0.96841], [-5.98647, 1.89169, 2.24648], [-6.01167, -1.04438, 3.36779], [-6.86160, -1.72373, 1.99058], [-8.46558, -0.87925, 3.50888], [-8.51063, 0.06424, 2.00309], [-8.62478, 2.19507, 2.19652], [-8.06077, 3.02420, 3.65579], [-9.54194, 2.04709, 3.72187], [3.76848, -0.31329, -4.54792], [4.84092, -0.87715, -3.82708], [5.85849, -1.46878, -4.61331], [7.24499, -1.05460, -4.17051], [7.57514, 0.30584, -4.37219], [6.94227, 1.30523, -3.59442], [7.29920, 1.32224, -2.12423], [6.78309, 0.20222, -1.42641], [7.69634, -0.42813, -0.55640], [3.00584, -1.06969, -4.76469], [3.32683, 0.46396, -3.92342], [4.10216, 0.14640, -5.48275], [5.72631, -1.22421, -5.67247], [5.78953, -2.55920, -4.50564], [7.94858, -1.60624, -4.79959], [7.43430, -1.36547, -3.14075], [5.85850, 1.29300, -3.72675], [7.30114, 2.24915, -4.01249], [6.86653, 2.23082, -1.68672], [8.38816, 1.37457, -2.01741], [8.69890, -0.47994, -0.99336], [7.34395, -1.44585, -0.38953], [7.74922, 0.08789, 0.40817]],
  "total_energy_ha": -1990.43100,
  "gap_ev": 9.25,
  "mol_weight_g_mol": 466.5,
  "smiles": "CC(=O)N(NS(=O)(=O)F)C(C)=O.COCCOCCOC.COCCOCCOC",
  "total_charge": 0
}

3.
{
  "formula": "C16H35FO14P",
  "method": "wB97M-V/def2-TZVPD",
  "elements": ["C", "C", "F", "P", "O", "C", "C", "O", "H", "H", "H", "H", "H", "H", "H", "H", "H", "H", "H", "C", "O", "C", "O", "O", "C", "H", "H", "H", "H", "H", "H", "C", "O", "C", "O", "O", "C", "H", "H", "H", "H", "H", "H", "C", "O", "C", "O", "O", "C", "H", "H", "H", "H", "H", "H", "C", "O", "C", "O", "O", "C", "H", "H", "H", "H", "H", "H"],
  "coordinates": [[0.36752, 1.79860, 2.42084], [-0.25281, 1.22636, 1.17001], [0.58743, 1.60155, 0.07357], [-2.03087, 1.86275, 0.79690], [-2.70151, 0.67543, 1.94900], [-4.10194, 0.80216, 2.00501], [-4.40594, 2.24913, 1.66885], [-3.68668, 2.48371, 0.50355], [0.13980, 2.85663, 2.53924], [0.00471, 1.24417, 3.28134], [1.45201, 1.69341, 2.35766], [-0.22852, 0.13727, 1.22518], [-2.20104, 0.85294, -0.22162], [-1.50590, 2.82613, -0.13587], [-1.94095, 2.77533, 1.92345], [-4.52215, 0.45026, 2.94639], [-4.49473, 0.25232, 1.13906], [-4.11731, 2.93391, 2.47671], [-5.48832, 2.36696, 1.54136], [-10.89302, 4.92654, -0.27892], [-9.67985, 4.18447, -0.18810], [-8.57704, 4.94436, -0.11920], [-8.56816, 6.14957, -0.13062], [-7.52753, 4.14428, -0.03857], [-6.25834, 4.81432, 0.04331], [-11.69285, 4.19264, -0.32713], [-11.02669, 5.55775, 0.59805], [-10.90416, 5.54079, -1.17779], [-6.21685, 5.43788, 0.93412], [-6.09294, 5.42167, -0.84419], [-5.49321, 4.04465, 0.10223], [1.58358, -2.42052, -0.63315], [0.80183, -3.57077, -0.27569], [1.14940, -4.14015, 0.87221], [2.04353, -3.79548, 1.59944], [0.34323, -5.18861, 1.07696], [0.60346, -5.89359, 2.29055], [1.18724, -2.06255, -1.57753], [1.48326, -1.63919, 0.11657], [2.63057, -2.69267, -0.75816], [0.46354, -5.24189, 3.15060], [1.61547, -6.29573, 2.29422], [-0.11531, -6.70724, 2.32633], [3.25287, -5.88747, -1.23387], [4.11409, -5.03136, -1.99123], [5.32105, -5.53363, -2.23078], [5.72572, -6.61167, -1.87881], [6.01354, -4.63492, -2.93397], [7.34175, -5.04271, -3.26131], [2.31432, -5.35576, -1.12260], [3.07520, -6.82031, -1.76573], [3.68026, -6.08986, -0.25362], [7.32850, -5.94343, -3.87226], [7.92387, -5.21805, -2.35858], [7.77730, -4.22316, -3.82525], [7.51564, 1.48674, -1.59586], [6.66469, 2.12087, -0.64443], [5.36978, 2.14159, -1.00087], [4.93066, 1.68505, -2.02447], [4.68712, 2.74417, -0.04246], [3.26448, 2.83098, -0.27225], [8.52054, 1.54014, -1.18546], [7.23093, 0.44516, -1.73508], [7.48160, 2.00640, -2.55204], [2.82426, 1.84559, -0.35505], [3.06317, 3.40951, -1.17125], [2.84673, 3.33652, 0.59103]],
  "total_energy_ha": -2125.24699,
  "gap_ev": 6.49,
  "mol_weight_g_mol": 501.4,
  "total_charge": -1
}